13
Properties=species:S:1:pos:R:3:forces:R:3:nbo_charge:R:1 method="wB97M-V/def2-TZVPD" homo_lumo_gap_ev=8.414 charge=0 mol_weight_g_mol=198.0 homo_energy_ev=-8.80 total_energy_ha=-529.317025
I 3.3774 -0.7376 -0.3457 -1.758 -0.464 0.258 0.959
O 2.5568 0.5740 -1.3395 0.406 0.393 -0.304 -1.031
C 0.0709 0.4243 0.7610 -2.484 -1.421 -2.265 0.085
C -0.5361 -1.2744 -0.9645 0.827 3.431 -1.498 -0.621
C -0.6731 0.0526 -0.2411 -0.285 -0.400 0.677 -0.258
C 0.7639 0.5879 1.7941 5.199 2.016 0.152 -0.488
H 1.8354 -1.2826 0.2177 1.591 -0.007 -0.009 0.054
H -1.4702 -1.6930 -1.1972 -1.235 -0.517 -0.472 0.218
H 0.5532 0.4977 2.7962 -0.986 -0.612 1.980 0.219
H -1.4788 0.6933 -0.5245 -0.195 0.584 -0.573 0.222
H 0.0189 -0.9278 -1.8968 -0.566 -1.197 0.816 0.238
H 1.8473 0.9680 1.6209 -1.778 -0.301 0.329 0.204
H 0.0113 -1.9291 -0.3806 1.263 -1.505 0.909 0.199



13
Properties=species:S:1:pos:R:3:forces:R:3:nbo_charge:R:1 method="wB97M-V/def2-TZVPD" homo_lumo_gap_ev=8.561 charge=0 mol_weight_g_mol=111.1 homo_energy_ev=-8.39 total_energy_ha=-398.666278
O 1.6427 -1.5642 -1.3057 1.374 -0.977 -0.426 -0.554
O 0.8881 1.0487 -2.3254 -0.652 -3.023 3.234 -0.638
N -0.8597 0.4697 1.0668 -0.581 6.688 1.734 -0.561
C 0.8848 -0.9131 -0.6570 -2.705 0.853 0.242 0.470
C -0.7205 -0.8594 1.2871 -3.322 3.428 3.345 -0.003
C -0.2604 1.1138 -0.0186 0.493 0.251 -3.491 -0.067
C 0.1083 -1.4695 0.5577 4.503 -4.244 -2.815 -0.338
C 0.3850 0.4424 -1.0965 0.525 0.237 2.395 0.151
H -1.0044 1.2859 1.9383 0.201 -3.837 -3.227 0.421
H 0.4755 1.8729 -2.2299 -0.723 2.355 -0.555 0.462
H 0.3540 -2.4876 0.9335 -0.156 0.468 -1.194 0.235
H -0.4641 2.2204 -0.2258 0.034 -1.564 1.023 0.202
H -1.4293 -1.1599 2.0755 1.007 -0.634 -0.265 0.220